1.
{
  "formula": "C4H6F2O",
  "method": "the ωB97M-V functional and the def2-TZVPD basis",
  "species": ["C", "C", "C", "C", "H", "H", "H", "H", "H", "H", "O", "F", "F"],
  "xyz": [[0.031, -0.269, 0.263], [1.216, 0.527, -0.168], [0.527, -0.315, -1.167], [-1.236, 0.472, 0.555], [-0.237, -2.102, 0.716], [1.129, 1.588, -0.230], [2.187, 0.229, 0.198], [-0.163, 0.135, -1.875], [0.988, -1.237, -1.480], [-2.125, -0.164, 0.594], [0.245, -1.361, 1.106], [-1.428, 1.500, -0.300], [-1.134, 0.996, 1.789]],
  "smiles": "OC1(C(F)F)CC1",
  "relative_energy_kcal_mol": 20.2,
  "homo_lumo_gap_ev": 11.3235,
  "e_homo_ha": -0.387
}

***

2.
{
  "formula": "C5H23NO8",
  "method": "the ωB97M-V functional and the def2-TZVPD basis",
  "species": ["C", "O", "C", "C", "C", "C", "O", "N", "H", "H", "H", "H", "H", "H", "H", "H", "H", "H", "H", "H", "H", "O", "H", "H", "O", "H", "H", "O", "H", "H", "O", "H", "H", "O", "H", "H", "O"],
  "xyz": [[1.975, -2.574, -1.032], [3.063, -3.180, -0.580], [2.253, -1.053, -1.047], [1.085, -0.076, -0.913], [-0.059, -0.295, -1.901], [-1.365, -0.271, -1.050], [-1.474, 1.060, -0.598], [3.486, -0.536, -0.405], [1.748, -2.861, -2.057], [1.105, -2.850, -0.447], [2.531, -0.918, -2.187], [0.810, 0.149, 0.142], [1.557, 0.910, -1.180], [0.017, 0.548, -2.556], [0.037, -1.190, -2.359], [-1.347, -0.878, -0.195], [-2.198, -0.441, -1.703], [4.326, -1.187, -0.529], [3.173, -0.649, 0.633], [0.917, -1.469, 3.033], [0.855, -2.110, 1.618], [0.667, -2.219, 2.515], [-3.483, 2.138, 0.244], [-2.598, 2.382, 1.348], [-3.446, 2.728, 1.014], [-0.850, 2.363, 1.508], [-1.390, 1.132, 0.507], [-1.134, 1.558, 1.753], [-3.124, 0.939, 2.299], [-3.034, -0.706, 2.263], [-3.600, -0.010, 2.528], [1.640, 0.835, 2.262], [0.224, 0.831, 2.571], [1.064, 0.801, 2.948], [-1.262, 2.045, -2.052], [-0.896, 2.310, -3.569], [-1.272, 2.745, -2.826]],
  "relative_energy_kcal_mol": 43.2,
  "homo_lumo_gap_ev": 5.8835,
  "e_homo_ha": -0.016,
  "charge": -2
}

***

3.
{
  "formula": "C4H13N2O2",
  "method": "the ωB97M-V functional and the def2-TZVPD basis",
  "species": ["O", "C", "C", "C", "C", "N", "N", "H", "H", "H", "H", "H", "H", "H", "H", "H", "H", "H", "H", "H", "O"],
  "xyz": [[-2.444, -1.943, -1.126], [-2.358, -1.296, -0.115], [-1.219, -0.285, 0.097], [-0.084, -0.319, -0.935], [1.320, -0.672, -0.623], [1.865, 0.193, 0.477], [-0.602, -0.677, 1.419], [-3.203, -1.295, 0.630], [-1.673, 0.715, 0.155], [-0.123, 0.617, -1.548], [-0.533, -1.069, -1.690], [1.897, -0.504, -1.522], [1.425, -1.785, -0.406], [1.473, -0.174, 1.361], [1.702, 1.215, 0.373], [2.909, 0.014, 0.401], [-0.466, -1.679, 1.391], [-1.125, -0.440, 2.252], [0.721, 3.657, 0.261], [0.014, 2.972, -0.831], [0.507, 2.754, -0.022]],
  "relative_energy_kcal_mol": 54.7,
  "homo_lumo_gap_ev": 9.9888,
  "e_homo_ha": -0.483,
  "charge": 1
}

***

4.
{
  "formula": "C24H20N2O4S",
  "method": "the ωB97M-V functional and the def2-TZVPD basis",
  "species": ["C", "C", "H", "O", "C", "C", "C", "C", "C", "C", "O", "C", "O", "C", "C", "C", "C", "S", "H", "H", "H", "H", "H", "C", "C", "C", "N", "N", "C", "O", "C", "C", "C", "C", "C", "C", "H", "H", "H", "H", "H", "C", "H", "H", "H", "H", "H", "H", "H", "H", "H"],
  "xyz": [[-3.626, -2.436, -0.041], [-3.429, -1.905, 1.375], [-3.419, -2.737, 2.084], [-2.158, -1.300, 1.553], [-1.840, -0.106, 0.999], [-0.475, 0.182, 1.018], [0.042, 1.374, 0.530], [-0.840, 2.334, 0.029], [-2.189, 2.064, -0.014], [-2.701, 0.862, 0.462], [-4.080, 0.662, 0.443], [-4.750, 0.796, -0.725], [-4.235, 1.049, -1.785], [-6.172, 0.557, -0.525], [-7.158, 0.610, -1.477], [-8.427, 0.317, -0.952], [-8.388, 0.045, 0.383], [-6.807, 0.142, 1.031], [-9.207, -0.208, 1.028], [-9.330, 0.307, -1.536], [-6.956, 0.852, -2.504], [-2.877, 2.792, -0.414], [-0.463, 3.273, -0.345], [1.464, 1.653, 0.567], [2.488, 0.829, 0.278], [2.621, -0.494, -0.311], [3.866, -0.799, -0.459], [4.656, 0.208, 0.018], [3.902, 1.272, 0.465], [4.294, 2.324, 0.924], [6.048, 0.070, -0.040], [6.894, 1.077, 0.412], [8.264, 0.899, 0.341], [8.800, -0.269, -0.174], [7.953, -1.270, -0.623], [6.583, -1.107, -0.558], [5.913, -1.878, -0.903], [8.363, -2.184, -1.026], [9.870, -0.399, -0.226], [8.917, 1.684, 0.693], [6.482, 1.988, 0.814], [1.557, -1.401, -0.810], [0.741, -0.828, -1.245], [1.984, -2.066, -1.556], [1.156, -2.010, -0.001], [1.746, 2.663, 0.851], [0.175, -0.550, 1.468], [-4.234, -1.219, 1.655], [-3.593, -1.634, -0.774], [-4.589, -2.933, -0.113], [-2.841, -3.149, -0.283]],
  "smiles": "CCOc1cc(/C=C2/C(=O)N(c3ccccc3)N=C2C)ccc1OC(=O)c1cccs1",
  "relative_energy_kcal_mol": 48.9,
  "homo_lumo_gap_ev": 7.3537,
  "e_homo_ha": -0.294
}

***

5.
{
  "formula": "C4H10N4O",
  "method": "the ωB97M-V functional and the def2-TZVPD basis",
  "species": ["C", "C", "N", "N", "H", "H", "H", "H", "H", "H", "C", "N", "C", "N", "O", "H", "H", "H", "H"],
  "xyz": [[-1.222, -2.545, -1.324], [-0.903, -1.155, -0.865], [1.843, 2.730, 0.214], [-0.639, -0.255, -1.711], [1.454, 3.651, 0.317], [2.843, 2.659, 0.149], [-0.444, 0.659, -1.306], [-1.186, -2.580, -2.408], [-0.504, -3.247, -0.903], [-2.215, -2.827, -0.979], [1.106, 1.697, 0.723], [1.766, 0.506, 0.808], [-1.420, -0.267, 1.262], [-0.770, -1.029, 0.504], [-0.049, 1.844, 1.077], [2.598, 0.371, 0.259], [1.176, -0.308, 0.926], [-2.296, 0.302, 0.953], [-1.138, -0.207, 2.303]],
  "smiles": "[H]/N=C(/C)N=C.NC(N)=O",
  "relative_energy_kcal_mol": 6.2,
  "homo_lumo_gap_ev": 10.1249,
  "e_homo_ha": -0.342
}

***

6.
{
  "formula": "C4H7NO2",
  "method": "the ωB97M-V functional and the def2-TZVPD basis",
  "species": ["C", "C", "C", "C", "O", "N", "O", "H", "H", "H", "H", "H", "H", "H"],
  "xyz": [[-1.782, -0.956, 0.099], [1.366, -0.753, -0.108], [-0.261, 1.170, -0.164], [-1.241, 0.387, 0.210], [-0.280, 2.503, -0.223], [1.079, 0.663, -0.177], [1.940, 1.441, 0.376], [0.644, 2.779, -0.023], [-2.861, -0.894, 0.246], [-1.402, -1.565, 0.921], [-1.592, -1.465, -0.849], [0.655, -1.304, -0.712], [1.365, -1.126, 0.918], [2.369, -0.880, -0.514]],
  "relative_energy_kcal_mol": 135.2,
  "homo_lumo_gap_ev": [8.2465, 8.0161],
  "e_homo_ha": [-0.317, -0.303]
}

***

7.
{
  "formula": "C9H15N2O",
  "method": "the ωB97M-V functional and the def2-TZVPD basis",
  "species": ["C", "C", "C", "C", "C", "C", "C", "C", "C", "N", "N", "O", "H", "H", "H", "H", "H", "H", "H", "H", "H", "H", "H", "H", "H", "H", "H"],
  "xyz": [[4.207, 0.301, -0.196], [3.227, 0.497, -1.141], [3.883, -0.134, 1.054], [1.965, 0.122, -0.789], [2.579, -0.525, 1.459], [1.624, -0.420, 0.433], [-1.920, 1.637, 0.561], [-2.777, 0.524, -0.070], [-2.125, -0.529, -0.846], [-2.816, -0.912, -1.997], [-2.862, -0.774, 0.609], [0.315, -0.789, 0.604], [5.207, 0.720, -0.337], [3.383, 0.787, -2.125], [4.690, -0.179, 1.837], [1.102, 0.137, -1.415], [2.353, -0.802, 2.438], [-0.934, 1.537, 0.064], [-2.399, 2.586, 0.434], [-1.925, 1.405, 1.663], [-3.680, 0.904, -0.278], [-1.061, -0.793, -0.875], [-2.480, -1.559, -2.645], [-3.789, -0.471, -1.896], [0.203, -1.174, 1.446], [-3.765, -1.239, 0.618], [-2.205, -0.855, 1.390]],
  "relative_energy_kcal_mol": 57.1,
  "homo_lumo_gap_ev": 8.7306,
  "e_homo_ha": -0.429,
  "charge": 1
}

***

What is the formula in the sixth record?
C4H7NO2

***

Which formula does entry 2 have?
C5H23NO8